Entry 1:
Here is 3 unconnected molecules or ions with the total composition C13H33NO8P at a distorted geometry from OMol25. Energies are from the ωB97M-V functional and the def2-TZVPD basis.

The multiplicity is 1. The value obtained for the LUMO energy is 2.53 eV. As for the total charge: -1. For the frontier orbital gap, the calculation gives 5.255 eV. The value obtained for the maximum force is 2.9 eV Å⁻¹.

Element x y z (Å)
1 P -4.4252 2.6470 -0.2731
2 O 3.9955 0.6821 -0.2531
3 O -1.4408 -1.7102 -0.2637
4 O -0.9068 -4.7183 -0.5866
5 O 1.3440 2.0634 0.3922
6 O -1.2928 -3.2964 2.3290
7 O 3.7535 3.5507 -1.2357
8 O -3.9981 1.3382 -1.2253
9 O -5.2390 3.6565 -1.2669
10 N -5.3642 2.1572 0.8904
11 C -0.2106 -2.4060 -0.3661
12 C 3.6035 1.3966 0.9129
13 C -0.5034 -2.8434 3.4045
14 C 0.0619 1.4982 0.1565
15 C -2.9612 3.4111 0.2952
16 C -0.2498 -3.6426 -1.2374
17 C 4.7765 4.4882 -1.0000
18 C 2.1352 1.2817 1.2579
19 C 3.5261 1.1519 -1.5072
20 C -2.4989 -2.3337 0.4524
21 C -1.5914 -5.5668 -1.4760
22 C -2.3044 -2.3693 1.9509
23 C 4.1800 2.4295 -1.9880
24 H 0.4740 -1.6976 -0.8401
25 H -2.2531 -4.9955 -2.1367
26 H 5.0291 5.0313 -1.9186
27 H 3.8947 2.5983 -3.0354
28 H 0.1504 0.4525 -0.1580
29 H -0.8890 -6.1583 -2.0761
30 H -2.5940 2.8544 1.1551
31 H 4.1692 0.9363 1.7272
32 H -0.1318 -1.8290 3.2210
33 H -2.7189 -3.3236 0.0504
34 H 2.4384 1.2316 -1.5172
35 H -3.3758 -1.7126 0.2562
36 H 5.2691 2.3151 -1.9348
37 H 3.9163 2.4404 0.8603
38 H -3.2720 0.9142 -0.7505
39 H 4.4094 5.1955 -0.2579
40 H -0.4098 2.0512 -0.6494
41 H 0.2002 -2.6301 0.6200
42 H -2.0605 -1.3611 2.3007
43 H 5.6724 4.0016 -0.5967
44 H 3.7933 0.3665 -2.2196
45 H -3.2438 -2.6857 2.4207
46 H -0.5665 1.5705 1.0471
47 H -1.0697 -2.8673 4.3427
48 H -2.2051 -6.2422 -0.8817
49 H -4.6975 3.8550 -2.0421
50 H 1.9773 1.6418 2.2853
51 H -6.2781 2.5892 0.8228
52 H -2.2370 3.2329 -0.5140
53 H 0.3542 -3.5105 3.4884
54 H -0.7523 -3.3976 -2.1801
55 H 0.7791 -3.9591 -1.4588
56 H 1.8381 0.2262 1.2072



Entry 2:
Here is 4 unconnected molecules or ions with the total composition C13H33NO8S4 from OMol25. Energies are from the ωB97M-V functional and the def2-TZVPD basis.

The multiplicity is 1. The value obtained for the LUMO energy is 0.55 eV. For the frontier orbital gap, the calculation gives 8.963 eV. The value obtained for the maximum force is 0.9 eV Å⁻¹.

Element x y z (Å)
1 S -1.9098 -3.8735 -3.7830
2 S 1.0326 -1.5184 1.0851
3 S -6.0190 -3.3895 -2.8028
4 S 6.1354 4.9797 3.3508
5 O -7.3394 -2.7709 -3.0988
6 O 1.3219 -2.2364 -0.1394
7 O -2.8359 -5.0251 -3.6236
8 O 4.3355 0.1540 1.6169
9 O -3.1179 0.0313 -0.9687
10 O 5.6322 3.5954 3.5606
11 O 2.1164 -0.3533 1.2948
12 O -0.1296 -0.4105 0.7732
13 N -2.8104 0.7234 1.1987
14 C -6.2870 -4.5961 -1.5019
15 C -1.8593 1.7669 1.6278
16 C -5.0851 -2.2286 -1.8035
17 C -1.2747 -0.9393 0.0917
18 C -2.4460 0.0352 0.0391
19 C 4.0305 1.5514 1.6042
20 C 3.9108 2.1459 0.2121
21 C -4.1518 1.2993 1.0749
22 C 7.8582 4.9791 3.8549
23 C -2.7104 -2.7081 -4.8903
24 C -0.6304 -4.3819 -4.9357
25 C 5.5279 5.9576 4.7282
26 C 3.4896 -0.6699 0.9243
27 H 7.9401 4.5474 4.8520
28 H -3.5774 -2.3061 -4.3713
29 H 8.4057 4.3692 3.1397
30 H 4.8505 2.0319 2.1295
31 H -6.8850 -5.4009 -1.9232
32 H 3.1298 1.7440 2.1870
33 H 4.4479 6.0320 4.6229
34 H -1.9978 2.6700 1.0266
35 H -4.8762 0.5214 0.8578
36 H -0.8358 1.4326 1.5327
37 H -4.4011 1.7598 2.0294
38 H 8.2411 5.9994 3.8389
39 H -3.0293 -3.2297 -5.7924
40 H -1.6223 -1.8438 0.6004
41 H -6.8226 -4.1228 -0.6788
42 H -2.0424 2.0046 2.6735
43 H 3.5764 -0.5651 -0.1574
44 H -2.0165 -1.9020 -5.1289
45 H -5.6822 -1.9065 -0.9499
46 H 5.7775 5.4553 5.6624
47 H -4.1936 2.0680 0.3009
48 H -4.1612 -2.7039 -1.4730
49 H -5.3238 -4.9865 -1.1740
50 H -1.0178 -1.1965 -0.9310
51 H 3.5055 3.1540 0.3076
52 H 4.8856 2.2340 -0.2648
53 H 3.2298 1.5933 -0.4333
54 H -0.0388 -5.1527 -4.4468
55 H 5.9715 6.9524 4.6898
56 H 3.7203 -1.6935 1.2150
57 H -4.8467 -1.3674 -2.4228
58 H 0.0019 -3.5266 -5.1729
59 H -1.0972 -4.7830 -5.8351



Entry 3:
Here is a molecular structure, C13H34AsO3PtSi2 from OMol25. Energies are from the ωB97M-V functional and the def2-TZVPD basis.

The multiplicity is 1. The value obtained for the energy above the lowest of the compared OMol25 structures with the same formula, charge and spin is 0.0 kcal per mole. The value obtained for the LUMO energy is -12.32 eV. As for the total charge: +3. For the frontier orbital gap, the calculation gives 6.694 eV. The value obtained for the maximum force is 0.5 eV Å⁻¹.

Element x y z (Å)
1 Pt -0.6884 0.3785 1.0070
2 As 0.3124 0.0542 -1.0401
3 Si 2.7159 -0.6674 -1.0308
4 Si -1.0371 -0.3185 -3.2290
5 O -2.2085 1.4992 0.1950
6 O -1.1991 1.6343 2.7268
7 O 0.5755 -1.0270 1.7622
8 C -3.4071 0.6939 -0.0667
9 C 0.4809 -0.7508 4.1771
10 C 0.9183 -1.3880 2.9182
11 C -2.5108 2.6736 1.0307
12 C -2.1751 1.1238 -3.3891
13 C 2.0014 -2.3936 -1.1829
14 C 3.5288 -0.1969 0.5536
15 C -2.4953 2.2289 2.4704
16 C 1.7998 -2.5757 3.0027
17 C -0.1972 2.6251 3.1118
18 C 3.4421 0.0688 -2.5528
19 C -1.7486 -1.9624 -2.7530
20 C 0.3053 -0.3690 -4.4914
21 H 1.5700 -2.5960 -2.1647
22 H 1.1777 -3.4201 3.3232
23 H -1.0016 -2.7573 -2.7736
24 H -3.4761 3.0764 0.7274
25 H 2.5540 -2.4439 3.7796
26 H -2.4959 -2.2113 -3.5165
27 H 2.2525 -2.8208 2.0463
28 H -0.1901 -0.4924 -5.4622
29 H -0.1103 3.4007 2.3529
30 H 3.5158 0.8841 0.7015
31 H 2.8788 -0.1532 -3.4568
32 H 0.0840 -1.5264 4.8384
33 H 0.8736 0.5601 -4.5471
34 H -0.2615 0.0230 4.0420
35 H -2.9300 1.1985 -2.6119
36 H 0.9841 -1.2140 -4.3746
37 H -3.8193 0.3014 0.8610
38 H -1.6339 2.0681 -3.4620
39 H -4.1318 1.3369 -0.5618
40 H 3.1043 -0.6922 1.4222
41 H 1.3651 -0.3589 4.6897
42 H -2.2604 -1.9864 -1.7911
43 H 4.4439 -0.3567 -2.6810
44 H -2.6723 3.0626 3.1506
45 H 1.2902 -2.6685 -0.3999
46 H -3.1079 -0.1192 -0.7182
47 H 4.5813 -0.4919 0.4822
48 H -3.2376 1.4601 2.6792
49 H -1.7311 3.3963 0.8009
50 H 2.8537 -3.0792 -1.0764
51 H 3.5669 1.1487 -2.4585
52 H -2.7009 0.9872 -4.3417
53 H 0.7474 2.0997 3.2148
54 H -0.4957 3.0535 4.0665



Entry 4:
Here is 4 unconnected molecules or ions with the total composition C13H34ClN2O5 at a distorted geometry from OMol25. Energies are from the ωB97M-V functional and the def2-TZVPD basis.

The multiplicity is 1. The value obtained for the energy above the lowest of the compared OMol25 structures with the same formula, charge and spin is 2.5 kcal per mole. The value obtained for the LUMO energy is 2.98 eV. As for the total charge: -1. For the frontier orbital gap, the calculation gives 7.358 eV. The value obtained for the maximum force is 1.5 eV Å⁻¹.

Element x y z (Å)
1 Cl 14.6488 15.4268 5.1560
2 O 15.5526 12.7722 10.0484
3 O 15.1258 20.5420 3.1641
4 O 14.5466 20.1833 8.5198
5 O 15.4032 12.3947 3.9464
6 O 11.1238 10.7054 7.1034
7 N 14.3827 19.2478 5.7302
8 N 13.6357 11.8881 7.9075
9 C 15.0832 11.8190 7.8514
10 C 9.7656 10.4225 6.9123
11 C 16.1470 19.7038 2.7054
12 C 15.7049 11.6230 9.2273
13 C 13.0758 11.9622 6.5617
14 C 15.3950 20.8490 9.3912
15 C 13.9115 18.8105 4.4007
16 C 16.7548 12.4040 4.3499
17 C 13.8729 19.9081 3.3256
18 C 11.5570 11.9786 6.6371
19 C 14.1800 21.0007 7.4403
20 C 15.8298 12.4479 11.3968
21 C 13.4875 20.2452 6.3150
22 H 15.6228 20.2720 10.2902
23 H 13.1567 21.0184 5.6048
24 H 13.3759 12.9172 6.1242
25 H 16.3499 21.1235 8.9251
26 H 11.0840 12.1651 5.6675
27 H 14.9742 21.7768 9.8187
28 H 15.8743 13.4063 11.9003
29 H 16.8126 12.4687 5.4401
30 H 9.3773 10.6190 5.9086
31 H 17.2542 13.2722 3.9136
32 H 16.7789 11.8983 11.4348
33 H 15.2018 19.8189 5.4953
34 H 17.2443 11.4797 4.0482
35 H 12.8796 18.4808 4.5586
36 H 15.5346 12.6787 7.3571
37 H 15.3857 10.9278 7.2700
38 H 13.2902 11.0667 8.3901
39 H 15.0176 21.5786 7.0217
40 H 16.3200 18.8396 3.3554
41 H 15.2657 10.7810 9.7725
42 H 9.1786 10.9254 7.6884
43 H 17.0713 20.2768 2.6379
44 H 14.4883 17.9739 4.0184
45 H 13.5552 19.3839 2.4124
46 H 13.1022 20.6598 3.4876
47 H 13.3929 11.1304 5.9203
48 H 14.9554 13.1975 4.2706
49 H 12.5835 19.7673 6.7055
50 H 16.7745 11.4442 9.0648
51 H 15.9536 19.2989 1.7014
52 H 9.6467 9.3467 7.0681
53 H 15.0901 11.7597 11.8204
54 H 13.4696 21.7629 7.8071
55 H 11.3019 12.7746 7.3492



no.,HOMO energy (Eh)
1,-0.1003
2,-0.3093
3,-0.6989
4,-0.1610